A single C15H14N4O5 molecule at a distorted geometry, computed with ωB97M-V with the def2-TZVPD basis set.

Summary:
SMILES: O=C(N/N=C/C1=CC(=O)C(=O)CC1)N/N=C/C1=CC(=O)C(=O)CC1
HOMO-LUMO gap, eV: 8.01
Strongest force on any atom, eV/A: 5.276

ORCA input file:
```
! RIJCOSX wB97M-V def2-TZVPD def2/J DEFGRID3
* xyz 0 1
O -1.33377 -3.36157 -3.48992
O 1.13468 0.02076 5.01962
O -1.37825 3.91857 -0.58775
O 0.72343 5.73545 -1.32687
O 2.01543 -0.18229 2.38568
N -0.06755 -1.75949 -2.60418
N -0.00940 -0.49702 -2.05837
N -1.44725 -2.47261 -0.12156
N -1.81109 -2.92374 -1.38333
C -1.91894 -2.64451 1.07781
C 0.88412 1.67485 -1.94426
C -1.00981 -2.14584 2.09690
C 1.00582 0.20508 -2.14013
C 1.60232 3.96556 -2.83517
C 1.10154 -0.80830 2.81250
C -0.25770 3.59548 -1.01646
C -1.41452 -1.90885 3.57249
C 0.73767 4.54792 -1.65343
C -1.09785 -2.62786 -2.52077
C -0.24301 2.20016 -1.33082
C -0.43647 -1.63589 4.72657
C 0.24255 -1.56248 1.81468
C 0.63861 -0.65249 4.22435
C 2.04783 2.53350 -2.48002
H 2.72663 2.61235 -1.71540
H -0.95675 -1.26728 5.63562
H 1.83673 -0.09152 -2.70058
H 0.65986 -1.65072 0.83361
H -2.15070 -1.06130 3.61669
H -0.95558 1.51893 -0.89353
H 2.46870 4.69664 -2.96633
H 2.53948 2.11829 -3.33750
H 0.21354 -2.49488 4.78514
H -2.86482 -3.10904 1.26023
H 0.47861 -1.95885 -3.48761
H -2.53575 -3.66541 -1.42673
H 0.93394 3.86889 -3.75059
H -2.10228 -2.73050 3.90941
*
```

---

A gas-phase ion, C4H11N2O (charge +1) at a distorted geometry, computed with ωB97M-V with the def2-TZVPD basis set.

Summary:
SMILES: N[C@@H](C=O)CC[NH3+]
HOMO-LUMO gap, eV: 10.06
Strongest force on any atom, eV/A: 5.473

ORCA input file:
```
! RIJCOSX wB97M-V def2-TZVPD def2/J DEFGRID3
* xyz 1 1
O 0.20338 -1.06943 2.70133
N 0.72261 0.99210 0.92375
N -1.55031 1.04511 -0.58923
C -0.48116 0.30911 -1.41151
C 0.18079 -0.92063 -0.74375
C 0.88528 -0.43839 0.48796
C 0.71796 -1.48745 1.70825
H -1.32292 2.03185 -0.63129
H -1.55949 0.78933 0.40478
H 0.19671 1.18560 -1.53237
H -0.97945 0.09220 -2.25994
H 0.95646 0.74761 1.93821
H 1.05897 1.58182 0.20174
H 1.26868 -2.42615 1.63476
H -0.61284 -1.80942 -0.49605
H -2.42846 1.19223 -1.03298
H 1.93980 -0.50798 0.20724
H 0.80402 -1.30752 -1.51092
*
```

---

A molecular structure, C30H38Be2N8O8S2 at a distorted geometry, computed with ωB97M-V with the def2-TZVPD basis set.

Summary:
HOMO-LUMO gap, eV: 3.20
Strongest force on any atom, eV/A: 6.671

ORCA input file:
```
! RIJCOSX wB97M-V def2-TZVPD def2/J DEFGRID3
* xyz 0 1
S 12.80163 10.04137 -29.56681
S 8.91793 10.14480 -27.26278
O 9.92008 9.44761 -26.48293
O 14.12167 10.60833 -29.30406
O 7.58582 9.75819 -26.87097
O 12.12737 10.54729 -30.69819
O 12.87517 8.60009 -29.39291
O 9.19426 11.59366 -27.28448
O 11.87825 10.49838 -28.49756
O 9.27745 9.66373 -28.59219
N 7.84475 14.20744 -30.12826
N 9.18339 6.56461 -26.67082
N 4.66040 10.50008 -27.47846
N 8.68116 6.34504 -29.59264
N 9.29138 8.83188 -23.90152
N 11.34249 12.66216 -25.89522
N 7.15066 11.93524 -24.92867
N 6.26500 7.38180 -27.14666
C 8.00323 12.22585 -23.92036
C 7.63272 13.37830 -29.11390
C 8.79608 5.85900 -25.78866
C 10.24671 7.50660 -30.70608
C 5.26013 5.44908 -26.41121
C 11.74988 13.83421 -25.35289
C 5.99406 12.84981 -23.23462
C 10.23452 8.15866 -23.16618
C 2.76224 11.60049 -28.05272
C 3.85408 9.49645 -27.90956
C 7.22222 13.66554 -31.25107
C 5.35869 5.42409 -27.79111
C 8.90583 7.45847 -30.33750
C 5.77754 6.70818 -26.02302
C 8.17337 7.75513 -22.22425
C 12.86794 12.14031 -24.45009
C 9.86247 5.63894 -29.51923
C 12.62342 13.58958 -24.37773
C 10.85441 6.36048 -30.22730
C 5.93862 12.31602 -24.56233
C 6.72450 12.39931 -30.84014
C 8.06406 8.67651 -23.25602
C 4.06004 11.74851 -27.64079
C 11.93294 11.58452 -25.27835
C 2.55224 10.18157 -28.06721
C 9.53467 7.43027 -22.14676
C 7.27715 12.95660 -22.89292
C 6.95702 12.25807 -29.43867
C 8.24325 4.95853 -24.74453
C 5.93968 6.58336 -28.25849
Be 11.04291 8.06675 -27.95228
Be 10.10611 11.75760 -29.56056
H 1.94226 12.30283 -28.08032
H 5.17455 13.28887 -22.68505
H 11.25005 14.74282 -25.65454
H 7.47511 11.32890 -25.66839
H 6.22093 6.91040 -29.24862
H 6.78002 8.25004 -27.17845
H 7.47560 7.25747 -21.56709
H 4.91339 4.61306 -25.82194
H 7.75779 13.50792 -22.09829
H 7.93326 6.02006 -28.99671
H 9.89938 4.78839 -28.85469
H 8.15521 8.20153 -30.56298
H 5.12641 4.54978 -28.38105
H 5.82430 7.26255 -25.09734
H 1.67834 9.59208 -28.30218
H 10.55062 12.66837 -26.52212
H 11.88899 6.07366 -30.34471
H 10.05597 6.61525 -21.66678
H 8.18490 4.04647 -25.33853
H 10.70209 8.34110 -31.21855
H 4.65953 12.63290 -27.48309
H 11.25891 8.12303 -23.50644
H 9.47929 9.36389 -24.73923
H 7.88383 13.77589 -28.14166
H 6.83271 11.44973 -28.73332
H 9.06139 12.01072 -23.94106
H 5.02177 12.11643 -25.09707
H 6.14373 11.69784 -31.42069
H 7.25124 9.17406 -23.76412
H 4.14384 8.45743 -27.96314
H 8.10650 15.18280 -30.14487
H 13.17691 14.29413 -23.77470
H 7.15365 14.21055 -32.18094
H 11.47407 10.62522 -25.46696
H 7.23796 5.21247 -24.40839
H 13.61532 11.69758 -23.80837
H 5.61289 10.24735 -27.25712
H 8.84140 4.90475 -23.83490
*
```

---

A single H3OP molecule at a distorted geometry, computed with ωB97M-V with the def2-TZVPD basis set.

Summary:
SMILES: OP
HOMO-LUMO gap, eV: 10.22
Strongest force on any atom, eV/A: 2.112

ORCA input file:
```
! RIJCOSX wB97M-V def2-TZVPD def2/J DEFGRID3
* xyz 0 1
P -0.56553 0.39974 -0.00491
O 1.09300 0.26840 -0.06600
H -1.00929 -0.53232 1.17382
H -0.65845 -0.80304 -0.71926
H 1.46510 0.76410 0.69953
*
```